85
Properties=species:S:1:pos:R:3:forces:R:3:lowdin_charge:R:1 method="wB97M-V/def2-TZVPD" e_homo_ha=-0.3457 energy_ha=-1431.63682 smiles=COC[C@H](C)N.COC[C@H](C)N.CC(C)O.CC(C)O.CC(C)O.CC(C)O.O e_above_lowest_ev=2.5176 lumo_energy_ev=0.16 spin_multiplicity=1
C 1.583057 -3.637279 -3.702072 -1.6 -1.1 -0.6 -0.08
O 1.256285 -4.931794 -4.322468 0.4 -0.3 1.0 -0.22
C 0.738739 -5.922972 -3.374715 0.2 -0.6 -1.0 -0.16
C 0.382130 -7.374020 -4.025375 0.8 1.7 1.4 -0.42
C -0.813579 -7.299165 -4.891786 -0.3 0.2 -2.4 -0.10
N 0.159735 -8.446158 -3.062054 0.0 -0.1 1.3 0.03
H 0.616325 -3.169671 -3.515317 -0.1 0.3 0.3 0.08
H 2.083592 -3.000433 -4.431450 0.3 -0.4 0.0 0.08
H 2.110734 -3.695889 -2.750114 0.3 -0.3 -0.1 0.08
H 1.499326 -6.131726 -2.622362 0.1 0.2 0.3 0.10
H -0.167322 -5.528413 -2.914855 -0.1 0.1 0.2 0.11
H 1.261128 -7.639273 -4.612834 -0.1 -0.1 -0.1 0.14
H -1.022603 -8.272822 -5.334967 -0.2 -0.2 0.4 0.08
H -0.543020 -6.716274 -5.772204 0.0 0.4 -0.1 0.08
H -1.747056 -6.843972 -4.560848 0.2 -0.1 0.8 0.08
H -0.523332 -8.222864 -2.352365 -1.1 0.4 -0.5 0.07
H 0.880007 -8.659667 -2.386997 1.3 0.1 -0.7 0.06
C 3.035594 -7.635159 2.054018 -1.3 0.5 0.1 -0.07
O 1.825769 -6.973281 2.515933 0.6 -0.6 -0.8 -0.21
C 2.101212 -5.853322 3.310469 0.5 0.8 0.0 -0.25
C 0.997947 -4.775665 3.164031 0.6 -0.4 2.1 -0.40
C 1.277625 -3.547576 4.050828 0.9 0.2 -0.2 -0.07
N -0.256915 -5.358530 3.652333 -0.2 -0.2 -1.2 0.03
H 2.772022 -8.683412 1.913292 0.2 0.1 -0.1 0.09
H 3.849543 -7.531454 2.771547 0.0 -0.1 0.1 0.08
H 3.306238 -7.164393 1.108910 0.3 -0.2 -0.1 0.09
H 2.237877 -6.264938 4.310469 -0.3 0.6 0.7 0.13
H 3.053805 -5.392065 3.049891 0.3 0.0 -0.3 0.11
H 0.981635 -4.500377 2.109498 -0.4 -0.1 0.0 0.14
H 0.885938 -2.617600 3.638741 -0.3 -0.2 0.0 0.07
H 2.341422 -3.367362 4.205640 0.3 -0.1 -0.4 0.07
H 0.930579 -3.662897 5.077653 -0.5 -0.2 -0.1 0.07
H -0.198473 -6.296851 3.283234 -0.8 -0.4 -0.1 0.05
H -0.190771 -5.483750 4.652363 0.1 0.2 0.2 0.06
C -5.935090 0.110485 2.503826 -0.7 0.4 -1.1 -0.06
C -6.185235 -0.943105 1.383938 1.7 0.4 1.8 -0.48
C -6.729698 -0.418530 0.087331 0.0 0.2 0.3 -0.06
O -4.863586 -1.449577 1.110898 -0.2 -0.6 -1.1 -0.08
H -6.873210 0.261490 3.037895 0.2 0.4 0.2 0.07
H -5.598919 1.019300 2.004683 -0.3 0.3 0.0 0.07
H -5.103276 -0.085466 3.180416 -0.3 -0.7 0.1 0.07
H -6.894773 -1.660525 1.796205 0.3 -0.7 -0.1 0.13
H -6.765746 -1.227336 -0.642485 0.0 0.1 0.0 0.08
H -6.093381 0.393726 -0.264005 -0.1 0.0 -0.2 0.08
H -7.739674 -0.049759 0.266431 0.0 0.1 -0.2 0.08
H -4.490185 -2.008939 1.795944 -0.4 0.1 0.3 0.08
C -2.471574 7.328233 -4.611989 1.0 -0.7 -1.6 -0.05
C -2.545768 5.875093 -4.091985 0.8 -1.1 1.2 -0.45
C -1.809800 4.742588 -4.887180 -0.8 2.1 -2.2 -0.06
O -1.857798 5.916878 -2.838135 -0.1 0.6 0.7 -0.08
H -3.040253 8.173025 -4.223360 -0.5 -0.8 0.6 0.08
H -2.638536 7.323613 -5.689117 -0.4 -0.1 -0.2 0.07
H -1.435287 7.664508 -4.578491 0.2 -0.2 0.4 0.08
H -3.560749 5.512349 -3.929753 -0.4 0.4 0.0 0.12
H -1.807830 3.699109 -4.572146 0.1 0.5 0.9 0.08
H -0.849090 5.150094 -5.201943 0.5 -0.5 0.6 0.08
H -2.301998 4.682082 -5.857841 -0.4 -0.1 -0.3 0.06
H -1.898279 5.060865 -2.405472 -0.1 -0.1 -0.1 0.08
C 0.193095 7.290907 3.893105 0.1 0.9 0.0 -0.06
C -0.169272 8.771147 3.625016 0.2 -0.5 1.0 -0.50
C 0.830922 9.720623 4.292288 0.1 -0.1 1.0 -0.06
O -0.207517 9.069385 2.253808 0.1 0.2 -0.6 -0.04
H 1.174475 7.091369 3.462788 0.0 -0.3 -0.1 0.08
H -0.580437 6.638331 3.488244 0.1 -0.1 -0.2 0.08
H 0.238312 7.107990 4.966690 0.0 0.0 0.0 0.08
H -1.172927 8.864819 4.039773 -0.2 0.5 0.1 0.13
H 1.844988 9.485993 3.968689 0.0 0.3 -0.4 0.08
H 0.882198 9.613589 5.375811 -0.3 -0.7 0.2 0.07
H 0.637765 10.793293 4.279445 -0.2 0.0 -1.0 0.07
H -0.277305 8.260856 1.740963 -0.1 -0.1 0.0 0.08
C 5.950602 2.604044 1.119923 0.7 0.8 0.1 -0.07
C 4.744429 2.502180 0.221774 0.7 2.0 0.0 -0.57
C 5.188174 2.563304 -1.232602 -0.3 0.4 0.1 -0.05
O 4.056798 1.378910 0.565620 -0.6 -2.1 -0.2 -0.02
H 5.725753 2.509623 2.182290 -0.2 0.4 -0.1 0.09
H 6.436159 3.543667 0.856406 0.2 0.2 0.6 0.08
H 6.709786 1.842653 0.940940 -0.1 -0.4 -0.4 0.08
H 4.065049 3.328556 0.430745 0.1 0.3 -0.1 0.14
H 4.351715 2.359627 -1.901146 0.1 0.0 0.0 0.08
H 6.025753 1.896725 -1.438126 -0.1 -0.2 0.0 0.08
H 5.544854 3.579102 -1.402997 0.0 0.0 -0.3 0.08
H 4.797548 0.775944 0.469064 -0.5 -1.4 0.3 0.09
O -1.542613 1.658183 -0.052203 -0.1 0.2 -0.1 -0.05
H -2.023576 0.838486 0.061819 -0.2 -0.2 0.0 0.03
H -0.640186 1.441521 0.182140 0.3 0.0 0.1 0.03

88
Properties=species:S:1:pos:R:3:forces:R:3:lowdin_charge:R:1 method="wB97M-V/def2-TZVPD" e_homo_ha=-0.3959 energy_ha=-1713.46731 e_above_lowest_ev=0.0000 lumo_energy_ev=-1.87 spin_multiplicity=1 charge=+1
Pb 0.508718 -0.404311 -0.122018 -0.1 0.0 1.0 1.51
O 0.360699 -1.128905 2.087623 -0.1 0.0 -0.2 -0.53
H 0.457098 -0.888445 3.014305 0.1 0.0 -0.1 -0.04
C 1.209873 0.958271 -4.878178 0.5 -0.2 -0.3 -0.06
C 0.718204 0.913414 -3.435734 0.1 -0.1 0.0 -0.41
C -0.649437 0.256731 -3.373444 0.5 -0.5 0.0 -0.21
O -1.150905 0.278088 -2.050772 -0.5 0.4 -0.5 -0.36
C -2.552838 0.053528 -2.025750 -0.1 -0.5 0.2 -0.08
N 1.706582 0.209410 -2.549197 -0.2 0.4 -1.3 -0.02
H 1.612778 -0.013765 -5.187127 -0.2 -0.1 0.1 0.09
H 2.057970 1.639604 -4.983882 -0.2 0.1 0.1 0.08
H 0.456791 1.235805 -5.615163 -0.1 0.1 0.2 0.09
H 0.631533 1.936528 -3.058479 -0.1 -0.1 0.1 0.14
H -0.550119 -0.787506 -3.717889 -0.1 0.0 0.0 0.14
H -1.338993 0.746969 -4.065285 0.0 0.2 0.1 0.13
H -2.778490 -0.971108 -2.345294 0.0 0.1 -0.1 0.09
H -3.090651 0.769106 -2.651477 0.1 0.0 0.0 0.10
H -2.891704 0.134146 -0.997717 0.1 0.1 0.0 0.06
H 2.580621 0.692287 -2.763166 0.1 -0.1 0.5 0.09
H 1.865508 -0.705518 -2.979034 -0.1 0.0 0.2 0.08
C 3.074615 0.871435 2.589402 0.2 -0.7 0.4 -0.07
C 2.298502 1.900456 1.808734 0.4 0.2 0.1 -0.44
C 2.823562 3.291597 2.135220 0.2 -0.1 0.0 -0.22
O 2.126966 4.218219 1.340043 -0.1 0.1 0.0 -0.22
C 2.646395 5.533618 1.436615 -0.1 -0.1 -0.2 -0.09
N 2.410102 1.628689 0.353376 -0.2 0.6 0.5 0.00
H 2.946496 0.968190 3.670301 0.0 0.3 -0.1 0.09
H 4.149546 0.942284 2.388185 -0.1 0.1 -0.1 0.09
H 2.753286 -0.148580 2.368905 -0.1 0.1 -0.2 0.05
H 1.247147 1.882871 2.104128 -0.1 -0.2 -0.2 0.12
H 3.903097 3.345141 1.914995 -0.1 0.0 0.0 0.13
H 2.715868 3.491699 3.211008 -0.1 0.1 -0.1 0.14
H 2.498355 5.938560 2.441272 0.1 0.0 0.0 0.09
H 2.107867 6.146563 0.717099 -0.1 0.0 0.1 0.09
H 3.709001 5.548161 1.173630 0.0 0.0 0.1 0.09
H 2.044819 2.482886 -0.076762 -0.1 -0.2 -0.2 0.08
H 3.406882 1.669711 0.137055 -0.1 -0.3 -0.1 0.09
C -3.407402 -3.521212 2.300887 0.0 -0.1 -0.3 -0.05
C -2.601200 -3.246885 1.033296 0.3 0.2 0.3 -0.42
C -3.383956 -3.575951 -0.213231 -0.5 0.4 0.2 -0.21
O -2.503850 -3.760629 -1.300597 -0.1 -0.1 0.0 -0.24
C -3.195459 -4.100408 -2.477861 -0.4 -0.2 -0.2 -0.10
N -2.119601 -1.861931 0.945227 0.2 0.4 0.4 0.03
H -3.723194 -4.566187 2.318300 0.0 0.0 0.2 0.08
H -4.300603 -2.891959 2.337093 0.0 0.0 0.0 0.08
H -2.795053 -3.304060 3.173392 0.0 0.0 0.1 0.08
H -1.711604 -3.885498 1.054757 -0.1 0.0 0.0 0.13
H -4.050144 -2.718076 -0.411875 0.0 -0.1 -0.1 0.13
H -4.036190 -4.445388 -0.059993 0.2 -0.2 -0.1 0.13
H -3.657708 -5.092065 -2.395944 0.0 0.1 0.1 0.10
H -2.505578 -4.125845 -3.318684 0.1 0.1 0.1 0.09
H -3.997861 -3.381571 -2.685389 0.1 0.0 0.0 0.09
H -1.356620 -1.684864 1.621355 0.1 -0.3 -0.2 0.01
H -2.846860 -1.231691 1.284647 -0.2 -0.2 -0.3 0.07
C 0.559301 -5.167302 -0.510587 0.6 -0.4 0.0 -0.04
C 0.848269 -3.702270 -0.268960 -0.1 0.4 0.2 -0.44
C 2.341531 -3.450013 -0.186019 -0.2 0.3 -0.3 -0.18
O 2.572901 -2.048793 -0.037250 0.3 -0.4 -0.2 -0.34
C 3.944060 -1.794386 0.210718 -0.1 0.2 0.5 -0.09
N 0.238452 -2.805188 -1.284465 0.0 -0.6 0.1 0.00
H -0.504083 -5.394057 -0.512177 0.0 0.1 -0.1 0.07
H 1.046178 -5.778231 0.255301 -0.1 0.0 0.1 0.09
H 1.004874 -5.491121 -1.457885 -0.2 0.1 -0.1 0.09
H 0.435217 -3.397798 0.701007 0.0 0.0 -0.1 0.12
H 2.842315 -3.777869 -1.109879 0.0 -0.1 0.1 0.14
H 2.767291 -3.985198 0.666587 0.0 -0.1 0.0 0.14
H 4.060849 -0.714678 0.266784 0.1 0.0 -0.2 0.07
H 4.590458 -2.224769 -0.557430 -0.1 0.0 -0.1 0.10
H 4.228413 -2.203255 1.186372 0.0 -0.1 -0.1 0.10
H 0.557911 -3.113862 -2.203294 0.1 0.2 0.0 0.10
H -0.766465 -3.013217 -1.279293 0.1 0.2 0.0 0.05
C -1.605075 3.457215 -0.425696 0.1 0.5 -0.5 -0.04
C -1.225712 2.934464 0.935600 0.1 0.1 0.8 -0.42
C -2.088391 3.594422 2.018075 -0.7 0.0 0.1 -0.22
O -1.822299 4.961127 2.172821 0.2 0.2 -0.2 -0.17
C -0.762165 5.257625 3.063375 -0.5 -0.2 0.4 -0.09
N -1.374354 1.460737 0.968299 -0.7 0.3 0.2 0.00
H -2.680864 3.348318 -0.600898 0.0 -0.1 0.0 0.09
H -1.072936 2.981511 -1.251849 0.0 -0.2 0.2 0.07
H -1.383440 4.523455 -0.502512 -0.1 0.0 0.2 0.09
H -0.207154 3.234153 1.197357 0.2 -0.3 -0.3 0.11
H -2.008318 3.057093 2.976366 0.2 0.0 -0.1 0.13
H -3.148260 3.547866 1.732812 0.1 -0.2 -0.1 0.13
H 0.028621 4.505621 3.013214 0.2 0.2 -0.2 0.07
H -1.137866 5.276509 4.095874 0.0 0.0 -0.1 0.09
H -0.404934 6.255229 2.825195 0.2 -0.1 -0.1 0.09
H -2.367338 1.326319 0.756964 0.2 -0.3 -0.3 0.07
H -1.339825 1.098775 1.924571 0.5 0.2 0.0 0.07